Below is a 2-piece molecular cluster, C3H7NO2 overall, with properties calculated with ωB97M-V with the def2-TZVPD basis set.

Output
* electronic energy: -323.7113 hartree
* energy above the lowest of the compared OMol25 structures with the same formula, charge and spin: 43.7 kcal per mole
* HOMO level: -0.340 Ha
* orbital gap: 9.7381 eV
* max |F|: 0.024 hartree/bohr

Cartesian coordinates (Å):
C -1.9058 -0.7423 0.5475
C -1.8284 0.5178 0.1309
O -1.1442 0.8254 -0.9942
H -1.2939 -1.5486 0.1525
H -2.5249 -0.9347 1.4202
H -2.3055 1.3060 0.7157
H -1.3233 1.6530 -1.4514
N 2.5188 0.2658 -0.3457
C 1.6143 -0.6565 0.0980
O 1.8980 -1.5663 0.8389
H 3.4207 0.2993 0.1093
H 2.2866 0.9495 -1.0494
H 0.5876 -0.3685 -0.1724

=====

Below is a 2-piece molecular cluster, C3H10N2O overall, with properties calculated with ωB97M-V with the def2-TZVPD basis set.

Output
* multiplicity: 2
* electronic energy: -304.9312 hartree
* energy above the lowest of the compared OMol25 structures with the same formula, charge and spin: 47.5 kcal per mole
* HOMO level (spin up / spin down): 0.043 / -0.194 Ha
* net charge: -1
* orbital gap (spin up / spin down): 2.2321 / 8.6969 eV
* max |F|: 0.086 hartree/bohr

Cartesian coordinates (Å):
C -1.7413 -2.2038 1.8999
C -1.8304 -1.8660 0.3721
N -0.5673 -1.3906 -0.1548
C 0.0892 -0.1878 -0.5823
N 1.2989 -0.1334 -1.0642
H -1.5062 -1.2949 2.5156
H -2.5903 -2.7547 2.3206
H -0.9476 -2.9501 2.0968
H -2.7206 -1.4265 -0.1302
H -1.8555 -2.9843 -0.0405
H 0.2655 -2.0074 -0.2705
H -0.4160 0.7803 -0.7114
H 1.6343 0.7619 -0.6995
H 1.8936 5.4863 -0.3180
H 2.0542 4.2484 -1.3244
O 2.4953 4.7943 -0.6305

=====

Below is C34H48BrN4OSSiTeTi as an isolated structure, with properties calculated with ωB97M-V with the def2-TZVPD basis set.

Output
* multiplicity: 2
* electronic energy: -5997.8521 hartree
* energy above the lowest of the compared OMol25 structures with the same formula, charge and spin: 0.0 kcal per mole
* HOMO level (spin up / spin down): -0.247 / -0.247 Ha
* orbital gap (spin up / spin down): 6.1605 / 6.0373 eV
* max |F|: 0.020 hartree/bohr

Cartesian coordinates (Å):
Ti 0.4012 0.1267 -0.3006
C 2.0292 5.1481 -1.9372
C 1.3826 4.3794 -0.8228
C 0.7454 5.0039 0.2482
C 0.1257 4.2517 1.2295
C 0.1645 2.8744 1.1201
Br -0.7320 1.7876 2.3641
N 0.7670 2.2492 0.1124
C 1.3610 2.9981 -0.8315
H 2.2250 6.1773 -1.6414
H 1.3819 5.1691 -2.8157
H 2.9739 4.6927 -2.2330
H 0.7306 6.0852 0.3119
H -0.3805 4.7135 2.0639
H 1.8301 2.4369 -1.6338
C 0.1680 1.4281 -4.8412
Si -0.5319 0.4550 -3.3794
C -1.7215 -0.8439 -4.0334
C -1.5292 1.6974 -2.3164
C 0.8209 -0.2775 -2.3444
H -0.6211 1.8971 -5.4349
H 0.7292 0.7590 -5.4972
H 0.8499 2.2176 -4.5114
H -2.4571 -0.3898 -4.7031
H -2.2521 -1.3669 -3.2361
H -1.1723 -1.6052 -4.5916
H -2.5549 1.7740 -2.6860
H -1.0943 2.7007 -2.3437
H -1.6347 1.4193 -1.2550
H 1.8004 0.1321 -2.6379
H 0.8713 -1.3618 -2.4883
C -1.4234 -6.8106 -2.7463
N -1.7788 -6.3032 -1.4414
C -2.5072 -6.9800 -0.4741
C -2.5957 -6.1622 0.5937
N -1.9281 -5.0014 0.2755
C -1.4223 -5.0684 -0.9810
S -0.5016 -3.9182 -1.7752
H -1.3491 -7.8958 -2.6994
H -0.4651 -6.3825 -3.0322
H -2.1656 -6.5269 -3.4938
H -2.8935 -7.9696 -0.6392
H -3.0650 -6.3102 1.5494
H -1.7920 -4.1810 0.8850
C -2.8947 -1.1531 0.0429
C -1.7017 -1.6796 0.8273
O -1.8920 -2.6303 1.6171
N -0.5231 -1.1079 0.5978
Te 1.2189 -1.6879 2.8381
C 2.2597 -2.4109 4.5676
C 1.5330 -2.7116 5.7280
C 0.0419 -2.5318 5.8848
C 2.2053 -3.2272 6.8396
C 3.5679 -3.4604 6.8352
C 4.2740 -4.0147 8.0419
C 4.2749 -3.1478 5.6794
C 3.6501 -2.6226 4.5571
C 4.4956 -2.3007 3.3563
C 1.7130 -3.3115 1.5693
C 1.1514 -4.5653 1.8365
C 0.2368 -4.8234 3.0022
C 1.4503 -5.6313 0.9885
C 2.2712 -5.4838 -0.1145
C 2.5430 -6.6290 -1.0487
C 2.8148 -4.2306 -0.3609
C 2.5437 -3.1389 0.4524
C 3.1657 -1.8223 0.0715
H -3.7580 -1.7990 0.1916
H -2.6484 -1.1131 -1.0190
H -3.1454 -0.1456 0.3844
H -0.4408 -2.1372 4.9955
H -0.1705 -1.8574 6.7174
H -0.4275 -3.4901 6.1187
H 1.6298 -3.4591 7.7310
H 3.5624 -4.3764 8.7838
H 4.8939 -3.2515 8.5175
H 4.9295 -4.8430 7.7686
H 5.3476 -3.3138 5.6517
H 5.5540 -2.2983 3.6170
H 4.2333 -1.3198 2.9573
H 4.3407 -3.0310 2.5580
H -0.4301 -3.9784 3.1713
H 0.8103 -4.9974 3.9172
H -0.3727 -5.7083 2.8120
H 0.9986 -6.5980 1.1903
H 2.0018 -7.5246 -0.7425
H 3.6070 -6.8728 -1.0813
H 2.2320 -6.3732 -2.0640
H 3.4461 -4.0907 -1.2330
H 3.8771 -1.9622 -0.7426
H 3.6660 -1.3385 0.9083
H 2.4247 -1.1118 -0.3209

=====

Below is C4H6OS as an isolated structure, with properties calculated with ωB97M-V with the def2-TZVPD basis set.

Output
* electronic energy: -629.3487 hartree
* energy above the lowest of the compared OMol25 structures with the same formula, charge and spin: 61.8 kcal per mole
* HOMO level: -0.327 Ha
* orbital gap: 8.3277 eV
* max |F|: 0.109 hartree/bohr

Cartesian coordinates (Å):
C 0.8610 -1.4588 -0.2055
C 0.3150 -0.1251 0.4207
C -0.3770 1.6075 -0.1653
C -0.9916 0.3387 -0.0695
H 1.7009 -1.7967 0.3555
H 1.0565 -1.4705 -1.3077
H 0.0497 -2.2607 -0.0498
H 0.1473 -0.2021 1.5229
H -0.6220 2.4363 0.5985
H -0.5865 2.1450 -1.1646
O 0.9495 1.0346 0.0420
S -2.5030 -0.2483 0.0228

=====

Below is C11H19CoN3O6P as an isolated structure, with properties calculated with ωB97M-V with the def2-TZVPD basis set.

Output
* multiplicity: 4
* electronic energy: -2770.0384 hartree
* energy above the lowest of the compared OMol25 structures with the same formula, charge and spin: 11.1 kcal per mole
* HOMO level (spin up / spin down): -0.416 / -0.416 Ha
* net charge: +1
* orbital gap (spin up / spin down): 6.8448 / 4.6042 eV
* max |F|: 0.164 hartree/bohr

Cartesian coordinates (Å):
O 1.1302 2.1277 0.6831
C 0.6366 2.0706 -0.3999
Co -0.0457 -0.3674 -1.8144
C 0.2027 -1.5741 -0.5995
O 0.4871 -2.4083 0.1524
C -0.0510 -1.4429 -3.2555
O -0.1312 -1.8143 -4.3430
C 1.5844 0.3464 -1.3185
O 2.7186 0.3160 -1.0318
C -1.6536 -0.0379 -1.2279
O -2.7184 0.2200 -0.8417
H -0.1190 2.5769 -1.0883
C 2.4792 1.7497 3.9622
N 1.8396 0.5945 3.3531
C 2.7184 -0.2317 2.5366
P 0.1837 0.4330 3.2695
O -0.2763 -0.3246 2.0800
N -0.1776 -0.2285 4.8279
C -1.5832 -0.5201 5.0825
C 0.7096 -1.2939 5.2950
N -0.5765 1.9112 3.3919
C -0.5722 2.6364 4.6566
C -1.6351 2.2815 2.4577
H 3.5685 1.6501 3.8429
H 2.2497 1.8405 5.0361
H 2.1801 2.6816 3.4576
H 2.1358 -0.8844 1.8879
H 3.3721 0.3920 1.9181
H 3.3542 -0.8543 3.1796
H -2.0196 -1.1867 4.3268
H -1.6698 -0.9890 6.0676
H -2.1488 0.4110 5.0961
H 0.5722 -2.2445 4.7430
H 1.7512 -0.9525 5.2117
H 0.4955 -1.4808 6.3595
H -1.4028 3.3565 4.6574
H -0.6719 1.9351 5.5012
H 0.3611 3.2002 4.7905
H -1.5168 3.3340 2.1684
H -1.6060 1.6617 1.5558
H -2.6191 2.1523 2.9352

=====

max |F| of number 5 (C11H19CoN3O6P)? 0.164 hartree/bohr

=====

Look up the energy above the lowest of the compared OMol25 structures with the same formula, charge and spin of the third one. 0.0 kcal per mole

=====

Which of these has the lowest electronic energy? C34H48BrN4OSSiTeTi

=====

The lowest max |F| belongs to which entry? C34H48BrN4OSSiTeTi